(1)
Density functional theory data (the ωB97M-V functional and the def2-TZVPD basis) for a cluster of 6 separate species, C4H19NO7S in total in a non-equilibrium geometry.

Computed properties:
Gap between HOMO and LUMO (eV): 8.9
Calculated total energy (a.u.): -1143.43748
SMILES: O=C(CCS)NCO.O.O.O.O.O
F_max (eV Å⁻¹): 3.4
Energy above the lowest of the compared OMol25 structures with the same formula, charge and spin (eV): 0.000
LUMO (eV): 0.00

ORCA input file:
```
! wB97M-V def2-TZVPD RIJCOSX def2/J DEFGRID3
* xyz 0 1
O 0.844 0.885 1.395
C -0.122 0.498 0.753
C 0.012 -0.199 -0.549
C 0.114 0.804 -1.699
S -0.138 0.011 -3.341
N -1.371 0.783 1.278
C -2.604 0.209 0.768
O -2.613 -1.148 1.143
H -0.763 -0.923 -0.700
H 0.931 -0.846 -0.539
H -0.656 1.603 -1.566
H 1.127 1.291 -1.725
H 0.272 -1.178 -3.051
H -1.445 1.261 2.202
H -2.577 0.220 -0.355
H -3.526 0.768 1.197
H -2.944 -1.295 2.046
O 0.478 -2.933 -1.514
H 0.858 -3.792 -1.598
H 0.099 -2.888 -0.615
O -0.509 -2.809 0.980
H -1.247 -2.144 1.056
H 0.246 -2.483 1.480
O 2.603 2.251 -0.095
H 3.478 2.138 0.116
H 2.115 1.604 0.410
O 0.929 3.924 1.244
H 1.704 3.609 0.666
H 0.616 3.112 1.546
O 1.512 -1.586 2.237
H 1.657 -1.637 3.197
H 1.524 -0.633 1.980
*
```

Mulliken atomic charge list, values in e, 5 entries: -0.93, 0.19, -0.92, -0.65, -0.24

***

(2)
Density functional theory data (the ωB97M-V functional and the def2-TZVPD basis) for a structure of composition C4H4N2O2 in a non-equilibrium geometry.

Computed properties:
Gap between HOMO and LUMO (eV): 8.5
Calculated total energy (a.u.): -414.69636
F_max (eV Å⁻¹): 10.1
Energy above the lowest of the compared OMol25 structures with the same formula, charge and spin (eV): 4.077
LUMO (eV): 0.79

ORCA input file:
```
! wB97M-V def2-TZVPD RIJCOSX def2/J DEFGRID3
* xyz 0 1
C -0.710 0.484 1.780
C 0.767 -0.016 0.159
C 0.818 -0.324 -1.866
C -0.549 -0.355 -0.110
H -0.571 -0.361 2.510
H -1.032 1.331 2.414
H 1.217 -0.542 -2.785
H -1.246 -0.900 -1.835
N 1.594 0.066 -0.889
N -0.551 -0.529 -1.458
O 0.600 0.770 1.310
O -1.552 -0.147 0.734
*
```

Mulliken atomic charge list, values in e, 5 entries: -0.15, 0.55, -0.37, 0.23, 0.24

***

(3)
Density functional theory data (the ωB97M-V functional and the def2-TZVPD basis) for a cluster of 3 separate species, C31H60N4O7 in total.

Computed properties:
Gap between HOMO and LUMO (eV): 8.1
Calculated total energy (a.u.): -1962.69704
SMILES: COCCCCCCCCCCCC1=C(CC(C)C)C(=O)C(CN)=C(ON=O)C1=O.COC[C@@H](C)N.COC[C@@H](C)N
F_max (eV Å⁻¹): 0.8
LUMO (eV): -0.90

ORCA input file:
```
! wB97M-V def2-TZVPD RIJCOSX def2/J DEFGRID3
* xyz 0 1
C -2.654 2.604 1.859
O -1.566 3.245 2.476
C -0.377 2.489 2.386
C 0.755 3.191 3.114
C 0.867 4.710 2.845
C 2.015 5.097 1.919
C 1.789 4.836 0.420
C 0.361 5.042 -0.072
C 0.192 4.851 -1.580
C 0.295 3.383 -2.016
C 1.669 3.030 -2.582
C 1.918 1.530 -2.696
C 2.357 0.912 -1.352
C 1.748 -0.436 -1.106
C 2.030 -1.577 -1.755
C 3.070 -1.754 -2.821
C 4.518 -2.065 -2.334
C 5.401 -0.811 -2.326
C 4.607 -2.736 -0.969
C 1.236 -2.792 -1.371
O 1.728 -3.899 -1.360
C -0.191 -2.550 -0.965
C -1.323 -3.488 -1.325
N -0.942 -4.895 -1.446
C -0.415 -1.409 -0.297
O -1.660 -1.009 0.110
N -1.792 -0.765 1.575
O -1.237 -1.537 2.217
C 0.732 -0.501 -0.017
O 0.839 0.125 1.018
H -3.429 3.334 1.639
H -2.374 2.132 0.909
H -3.055 1.804 2.489
H -0.106 2.319 1.337
H -0.537 1.492 2.815
H 0.713 2.994 4.184
H 1.674 2.713 2.766
H -0.090 5.086 2.492
H 1.047 5.198 3.804
H 2.270 6.148 2.056
H 2.889 4.520 2.229
H 2.446 5.487 -0.163
H 2.085 3.810 0.185
H -0.282 4.306 0.411
H -0.026 6.023 0.213
H 0.973 5.398 -2.113
H -0.784 5.251 -1.847
H -0.432 3.189 -2.806
H 0.046 2.722 -1.180
H 2.464 3.508 -2.006
H 1.735 3.457 -3.586
H 1.000 1.052 -3.044
H 2.667 1.368 -3.471
H 3.442 0.869 -1.295
H 2.016 1.588 -0.569
H 3.116 -0.866 -3.446
H 2.750 -2.594 -3.436
H 4.950 -2.761 -3.054
H 5.120 -0.092 -3.095
H 6.452 -1.071 -2.437
H 5.319 -0.305 -1.361
H 4.204 -2.095 -0.184
H 5.662 -2.884 -0.727
H 4.131 -3.711 -0.942
H -1.780 -3.097 -2.237
H -2.080 -3.384 -0.550
H -1.590 -5.470 -0.928
H -1.010 -5.182 -2.413
C -7.088 4.246 4.292
O -5.722 4.060 3.980
C -4.889 5.183 4.195
C -4.400 5.350 5.639
C -5.456 5.899 6.592
N -3.858 4.106 6.190
H -7.413 5.266 4.069
H -7.301 4.021 5.340
H -7.661 3.554 3.676
H -4.010 5.018 3.566
H -5.380 6.095 3.832
H -3.581 6.075 5.604
H -6.191 5.141 6.861
H -4.987 6.235 7.516
H -5.985 6.748 6.152
H -3.076 3.798 5.620
H -4.561 3.381 6.074
C 2.443 -10.069 -3.491
O 2.313 -8.722 -3.082
C 1.545 -7.897 -3.932
C 0.030 -7.973 -3.701
C -0.617 -9.234 -4.264
N -0.326 -7.839 -2.286
H 2.490 -10.152 -4.581
H 1.625 -10.690 -3.118
H 3.375 -10.448 -3.072
H 1.870 -6.876 -3.715
H 1.792 -8.102 -4.983
H -0.406 -7.118 -4.232
H -0.411 -10.104 -3.639
H -1.699 -9.115 -4.304
H -0.262 -9.447 -5.274
H 0.019 -6.943 -1.943
H 0.214 -8.528 -1.770
*
```

Mulliken atomic charge list, values in e, 5 entries: -0.79, -0.29, 0.39, -0.97, -0.60

***

(4)
Density functional theory data (the ωB97M-V functional and the def2-TZVPD basis) for a cluster of 2 separate species, C2H9NS2 in total in a non-equilibrium geometry.

Computed properties:
Gap between HOMO and LUMO (eV): 9.5
Calculated total energy (a.u.): -932.70657
SMILES: CSS.CN
F_max (eV Å⁻¹): 1.0
Energy above the lowest of the compared OMol25 structures with the same formula, charge and spin (eV): 0.476
LUMO (eV): 0.50

ORCA input file:
```
! wB97M-V def2-TZVPD RIJCOSX def2/J DEFGRID3
* xyz 0 1
C 0.689 -1.514 2.491
S 0.166 -0.130 1.417
S 1.796 -0.085 0.133
H 0.561 -2.468 1.995
H 0.054 -1.476 3.381
H 1.687 -1.297 2.850
H 2.481 0.896 0.774
C -1.174 0.329 -2.080
N -0.713 1.702 -1.821
H -1.813 -0.063 -1.285
H -0.322 -0.328 -2.233
H -1.745 0.387 -3.006
H -1.506 2.305 -1.637
H -0.160 1.741 -0.980
*
```

Mulliken atomic charge list, values in e, 5 entries: -0.82, -0.04, -0.25, 0.29, 0.31